ORCA calculation (ωB97M-V with the def2-TZVPD basis set) on the molecule C16H19ClN4O2S in a non-equilibrium geometry.

Positions of all 43 atoms, in Å:
C -3.130 -3.265 -1.904
H -4.147 -2.911 -1.744
H -3.164 -4.329 -2.120
H -2.713 -2.750 -2.766
C -2.276 -3.012 -0.660
C -2.181 -1.554 -0.396
N -1.101 -0.870 -0.424
N -1.248 0.427 -0.166
C -2.469 0.775 0.073
N -2.925 2.021 0.365
C -2.242 3.205 0.644
O -2.895 4.176 0.928
C -0.746 3.158 0.545
H -0.386 2.221 0.968
H -0.337 3.999 1.106
C -0.315 3.268 -0.927
C 1.164 2.916 -1.069
O 2.032 3.748 -1.221
N 1.395 1.590 -1.015
H 0.621 0.956 -0.860
C 2.718 1.030 -1.106
C 3.135 0.252 0.115
C 2.406 0.281 1.296
C 2.808 -0.444 2.404
C 3.956 -1.213 2.352
C 4.704 -1.253 1.188
C 4.291 -0.525 0.086
Cl 5.249 -0.584 -1.356
H 5.606 -1.843 1.131
H 4.275 -1.780 3.213
H 2.224 -0.404 3.311
H 1.515 0.886 1.347
H 3.405 1.871 -1.258
H 2.784 0.375 -1.984
H -0.467 4.289 -1.276
H -0.902 2.587 -1.544
H -3.931 2.114 0.455
S -3.600 -0.575 -0.016
C -2.857 -3.732 0.558
H -3.869 -3.386 0.756
H -2.887 -4.803 0.375
H -2.246 -3.549 1.439
H -1.255 -3.364 -0.841

Atomic forces in eV per Å
0.2 0.0 0.1
-0.1 0.0 0.0
-0.1 -0.1 0.0
0.0 0.0 -0.1
-0.2 -0.3 0.0
-0.5 0.2 0.1
0.5 -1.3 -0.3
-0.2 1.4 0.3
-0.3 -1.1 -0.1
-0.8 0.2 0.0
0.3 0.1 0.2
0.0 0.2 0.0
0.1 0.2 0.0
0.0 0.1 0.0
-0.1 0.0 0.0
0.2 0.1 0.0
-0.6 0.1 -0.1
0.2 0.4 0.0
0.2 -0.6 0.1
-0.1 0.2 0.0
0.2 0.2 -0.2
0.1 0.0 -0.1
0.1 0.0 0.0
0.0 0.0 0.1
0.0 0.0 0.0
0.0 0.0 0.0
-0.2 0.0 0.3
0.2 0.0 -0.2
0.1 0.0 0.0
0.0 -0.1 0.1
-0.1 0.0 0.1
-0.1 0.0 0.0
-0.1 -0.2 -0.1
0.0 0.1 0.1
0.0 -0.1 0.0
0.0 0.0 0.0
0.2 0.1 0.0
0.8 0.3 0.0
0.2 0.0 -0.1
-0.1 0.0 0.1
0.0 -0.1 0.0
0.0 0.0 0.1
-0.1 0.1 0.0

orbital gap = 9.2 eV
relative energy (zero: lowest compared OMol25 entry of this formula, charge and spin) = 4.1 kJ/mol
HOMO energy = -9.00 eV
electronic energy = -50314.574 eV
SMILES string = CC(C)c1nnc(NC(=O)CCC(=O)NCc2ccccc2Cl)s1
E_LUMO = 0.2 eV

=====

ORCA calculation (ωB97M-V with the def2-TZVPD basis set) on a structure of composition C5H8N in a non-equilibrium geometry.

Positions of all 14 atoms, in Å:
C 0.697 0.458 1.212
C -0.306 -0.613 1.117
C 1.897 0.862 0.563
C -0.224 -0.166 -0.363
C -1.471 -0.153 -1.321
N 0.484 1.124 -0.007
H 0.033 -1.545 1.317
H -1.256 -0.590 1.625
H 2.431 1.748 1.063
H 2.677 0.119 0.134
H 0.518 -0.764 -0.858
H -1.477 -1.047 -1.861
H -1.576 0.690 -1.943
H -2.426 -0.123 -0.679

Atomic forces in eV per Å
-1.1 0.9 -2.8
-0.6 1.5 -0.6
2.8 0.1 1.0
-1.7 -0.6 -1.7
-1.2 0.9 4.1
1.0 -0.1 2.8
1.6 -2.9 0.8
-0.5 0.9 -0.1
-1.2 -0.9 -1.4
-1.7 1.0 0.5
0.6 -0.4 -0.1
0.1 -1.3 -0.9
0.5 1.0 -0.8
1.4 -0.2 -0.9

orbital gap = 9.9 eV
relative energy (zero: lowest compared OMol25 entry of this formula, charge and spin) = 513.1 kJ/mol
HOMO energy = -16.31 eV
electronic energy = -6792.770 eV
net charge = +1
E_LUMO = -6.4 eV

=====

ORCA calculation (ωB97M-V with the def2-TZVPD basis set) on the molecule C4H11NO2 in a non-equilibrium geometry.

Positions of all 18 atoms, in Å:
C 0.409 -0.596 -0.860
C 0.029 0.948 -0.628
C 1.258 1.996 -0.593
O 1.444 2.465 0.756
N -0.565 -1.499 -0.452
C -1.284 -1.424 0.831
O -0.484 -1.907 1.971
H 1.409 -0.599 -0.412
H 0.456 -1.070 -2.024
H -0.934 1.264 -1.333
H -0.404 0.998 0.347
H 1.035 2.889 -1.162
H 2.064 1.461 -0.910
H 1.715 1.718 1.323
H -1.150 -2.025 -1.086
H -2.213 -2.049 0.609
H -1.622 -0.293 0.993
H -1.161 -2.275 2.630

Atomic forces in eV per Å
0.2 1.4 -4.0
-1.5 0.5 -2.8
-4.1 -0.3 1.8
0.3 -0.5 -0.1
-2.1 -1.7 3.5
-0.4 1.3 -0.9
-2.6 -0.3 -0.1
0.0 -1.2 0.2
0.8 2.4 2.6
2.6 -0.6 1.5
-0.1 0.1 0.8
0.2 -0.1 -0.3
2.7 -1.0 -1.2
-0.2 0.5 -0.5
0.9 0.5 -0.4
1.1 0.7 0.9
0.6 -2.4 0.2
1.6 0.8 -1.4

orbital gap = 9.5 eV
relative energy (zero: lowest compared OMol25 entry of this formula, charge and spin) = 345.3 kJ/mol
HOMO energy = -8.79 eV
electronic energy = -9908.663 eV
SMILES string = OCCCNCO
E_LUMO = 0.7 eV

=====

ORCA calculation (ωB97M-V with the def2-TZVPD basis set) on a cluster of 2 separate species, C10H11ClFN2O2 in total.

Positions of all 27 atoms, in Å:
C 0.867 0.258 0.770
C 2.120 -0.402 0.259
O 2.878 -1.028 0.977
N 2.313 -0.330 -1.113
C 3.398 -1.154 -1.609
C 4.799 -0.619 -1.459
O 3.165 -2.227 -2.091
C 2.335 0.905 -1.916
F 0.985 1.244 -2.095
Cl 2.902 2.335 -0.735
H 0.856 0.205 1.860
H 0.812 1.293 0.427
H 0.001 -0.260 0.350
H 5.392 -0.921 -2.323
H 5.219 -1.076 -0.557
H 4.802 0.464 -1.346
N -2.674 0.454 -0.005
C -2.847 1.113 1.137
C -3.895 0.862 2.012
C -4.809 -0.126 1.682
C -4.636 -0.820 0.496
C -3.554 -0.494 -0.310
H -2.106 1.873 1.362
H -3.984 1.427 2.931
H -5.639 -0.353 2.340
H -5.321 -1.603 0.198
H -3.380 -1.020 -1.242

Atomic forces in eV per Å
0.0 0.1 0.0
-0.3 0.0 -0.2
0.0 -0.2 0.1
0.6 0.3 0.0
0.1 0.2 0.2
0.0 0.0 0.0
-0.1 -0.3 -0.1
-0.5 -0.4 -0.2
0.0 0.0 0.0
0.2 0.3 0.2
0.0 0.0 -0.1
0.0 -0.1 0.1
0.1 0.0 0.0
0.0 0.0 0.1
-0.1 0.0 -0.1
0.0 -0.1 0.0
0.0 0.0 0.0
0.0 0.0 0.0
0.0 0.0 0.0
0.0 0.0 0.0
0.0 0.0 0.0
0.0 0.0 0.0
0.0 0.0 0.0
0.0 0.0 0.0
0.0 0.0 0.0
0.0 0.0 0.0
0.0 0.0 0.0

orbital gap = 6.2 eV
HOMO energy = -3.49 eV
electronic energy = -32863.741 eV
net charge = -1
E_LUMO = 2.7 eV

=====

ORCA calculation (ωB97M-V with the def2-TZVPD basis set) on a structure of composition C23H16Cl5N5O8W in a non-equilibrium geometry.

Positions of all 58 atoms, in Å:
W 0.520 -0.410 -0.625
N -0.439 -1.021 -2.379
C 0.510 -1.256 -3.435
C 1.362 0.006 -3.478
O 1.697 0.568 -4.494
N 1.624 0.495 -2.177
C 1.821 1.974 -2.236
C 0.632 2.630 -1.523
O 0.750 2.916 -0.359
O -0.537 2.720 -2.235
H -1.170 -0.412 -2.718
H -2.210 0.621 -2.080
H 0.074 -1.428 -4.417
H 1.133 -2.111 -3.160
H 1.890 2.250 -3.286
H 2.711 2.289 -1.695
O -3.618 1.971 -1.460
C -3.014 -0.220 -0.224
O -0.841 0.658 -0.624
C -2.396 -1.356 0.317
C -3.203 -2.415 0.781
C -2.708 -3.685 0.970
C -1.395 -3.978 0.646
C -0.556 -2.940 0.270
N -0.961 -1.664 0.241
C 0.886 -3.199 -0.153
O 1.403 -4.275 -0.073
O 1.492 -2.102 -0.629
H -1.449 2.580 -1.733
H -4.248 -2.190 0.939
H -3.364 -4.472 1.316
H -1.003 -4.985 0.682
Cl -2.424 1.284 -0.853
C -2.241 2.273 0.729
C -1.367 1.733 1.562
C -1.065 2.298 2.761
Cl 0.084 1.498 3.838
C -1.635 3.487 3.186
Cl -1.187 4.231 4.658
C -2.587 4.060 2.345
Cl -3.332 5.534 2.809
C -2.916 3.425 1.142
Cl -4.080 4.255 0.157
N 5.188 2.750 0.536
C 5.356 1.720 1.403
O 6.410 1.452 1.938
C 4.123 0.906 1.676
C 3.930 0.371 2.944
C 2.787 -0.361 3.199
C 1.859 -0.518 2.187
N 2.048 -0.018 0.959
C 3.177 0.658 0.704
H 5.979 3.346 0.356
H 4.275 3.061 0.254
H 4.681 0.539 3.705
H 2.594 -0.790 4.171
H 0.937 -1.062 2.351
H 3.318 0.972 -0.321

Atomic forces in eV per Å
-2.2 -1.4 -2.8
0.8 -1.1 0.6
0.4 0.1 0.1
0.4 0.0 -0.1
0.0 -0.2 0.1
-0.4 0.8 0.2
-0.5 -0.2 0.0
-0.5 0.0 0.1
-0.3 0.3 0.0
-0.5 -0.5 0.4
0.1 0.0 -0.1
0.3 0.8 1.2
-0.1 0.0 0.0
0.1 0.0 -0.2
0.1 0.1 0.0
0.0 0.1 -0.1
1.0 -0.2 1.1
-2.2 -2.2 1.9
4.5 0.0 1.8
2.7 2.0 -1.9
-0.5 -1.3 0.4
-1.6 1.1 0.2
2.0 0.6 -0.7
-0.2 -2.0 0.4
0.6 2.1 0.0
-0.8 -0.5 0.3
0.1 0.0 -0.1
-0.5 -0.2 0.2
3.2 1.7 -1.2
0.0 0.0 0.0
-0.1 0.1 0.0
0.1 0.0 0.0
-5.9 -1.4 -4.2
1.4 0.9 4.4
-1.1 0.9 -1.0
0.8 -1.1 0.7
-0.1 0.1 0.0
-0.1 -0.1 -0.3
0.0 0.0 0.0
0.1 -0.3 0.0
0.0 0.0 0.0
-0.7 0.8 -1.6
-0.1 -0.1 0.1
0.0 -0.1 -0.1
0.1 0.0 0.0
0.0 0.0 0.0
-0.1 0.0 0.0
0.0 -0.1 0.0
0.0 0.0 0.0
0.0 -0.1 0.0
-0.1 0.2 0.0
0.0 0.1 0.0
0.0 0.0 0.0
0.0 0.0 0.0
0.0 0.0 0.0
0.0 0.0 0.0
0.0 0.0 0.0
0.0 0.0 0.0

orbital gap (alpha / beta) = 4.8 / 4.8 eV
relative energy (zero: lowest compared OMol25 entry of this formula, charge and spin) = 1314.0 kJ/mol
HOMO energy (alpha / beta) = -7.59 / -7.59 eV
electronic energy = -112363.528 eV
E_LUMO (alpha / beta) = -2.8 / -2.8 eV

=====

ORCA calculation (ωB97M-V with the def2-TZVPD basis set) on a structure of composition C28H54ClOPSiYb in a non-equilibrium geometry.

Positions of all 87 atoms, in Å:
Yb -1.789 1.560 -2.338
P 1.136 -2.096 -0.307
Cl -2.516 -0.748 -1.910
C 1.109 -0.774 1.035
H 0.224 -0.135 0.818
H 0.911 -1.295 1.987
C 0.787 -1.521 -2.047
C -0.216 -3.370 -0.079
C 1.400 -2.382 -3.164
H -0.309 -1.657 -2.093
C 0.890 -1.966 -4.560
H 2.499 -2.296 -3.149
H 1.185 -3.454 -3.020
C 1.059 -0.470 -4.796
H 1.445 -2.537 -5.311
H -0.170 -2.255 -4.655
C 0.418 0.355 -3.662
H 2.127 -0.230 -4.868
H 0.611 -0.202 -5.766
C 1.031 -0.033 -2.303
H 0.545 1.438 -3.851
H -0.667 0.071 -3.660
H 2.116 0.167 -2.309
H 0.610 0.579 -1.483
C 2.812 -2.864 -0.222
C -0.106 -4.126 1.252
H -1.076 -2.676 -0.069
C -1.305 -5.065 1.501
H 0.810 -4.745 1.241
H -0.014 -3.429 2.096
C -1.565 -6.041 0.350
H -1.127 -5.630 2.420
H -2.206 -4.455 1.657
C -1.607 -5.338 -1.007
H -0.787 -6.815 0.341
H -2.512 -6.566 0.514
C -0.441 -4.365 -1.243
H -1.591 -6.092 -1.800
H -2.556 -4.794 -1.113
H 0.477 -4.957 -1.402
H -0.638 -3.828 -2.179
C 3.873 -1.869 -0.731
H 2.945 -3.007 0.870
C 5.250 -2.336 -0.284
H 3.831 -1.838 -1.833
H 3.681 -0.848 -0.375
C 5.569 -3.753 -0.767
H 5.996 -1.633 -0.652
H 5.291 -2.300 0.811
C 4.439 -4.753 -0.516
H 5.780 -3.719 -1.842
H 6.480 -4.110 -0.280
C 3.040 -4.238 -0.889
H 4.621 -5.674 -1.079
H 4.425 -5.047 0.538
H 2.955 -4.137 -1.982
H 2.266 -4.957 -0.574
C 2.575 1.272 0.321
C 2.257 0.189 1.348
H 3.293 1.038 -0.468
C 2.014 0.873 2.707
H 3.200 -0.378 1.462
C 1.166 2.136 2.677
H 1.586 0.177 3.422
H 3.013 1.153 3.073
C 1.816 3.218 1.841
H 0.167 1.951 2.277
H 1.022 2.486 3.701
C 2.084 2.641 0.429
H 1.172 4.108 1.760
H 2.760 3.519 2.304
H 1.111 2.708 -0.119
H 2.789 3.290 -0.112
C -2.455 2.087 2.063
Si -2.171 2.866 0.373
C -3.757 2.679 -0.651
C -1.762 4.692 0.633
O -0.998 2.158 -0.507
H -3.322 2.585 2.528
H -1.617 2.177 2.764
H -2.696 1.018 1.967
H -4.614 2.910 -0.004
H -3.811 3.375 -1.505
H -3.930 1.640 -1.007
H -0.958 4.839 1.371
H -1.429 5.145 -0.311
H -2.652 5.239 0.981

Atomic forces in eV per Å
-0.1 1.2 -1.5
0.6 -0.4 -0.9
-0.6 -1.5 0.4
-1.5 -0.2 -0.3
0.2 -0.5 0.0
-0.2 -0.3 -0.4
-0.5 0.1 0.3
-0.2 0.5 0.4
0.4 -0.5 -0.1
0.3 0.1 0.1
-0.1 0.0 0.6
-0.3 0.1 -0.1
0.1 0.4 0.0
-0.3 0.2 -0.2
0.0 0.0 0.0
0.2 0.2 0.0
0.1 -0.6 -0.2
-0.1 0.0 0.1
0.1 0.0 0.3
0.2 0.2 0.2
-0.2 -0.3 0.0
0.8 0.2 -0.2
-0.4 0.1 -0.1
0.1 -0.2 -0.2
-0.2 0.1 0.3
0.1 -0.3 0.1
-0.1 -0.3 0.1
-0.1 0.2 -0.2
-0.2 0.2 0.0
0.0 -0.1 -0.1
0.2 0.1 0.0
0.0 0.1 0.0
0.2 -0.1 0.0
-0.2 0.3 0.2
0.0 0.1 0.0
0.1 0.0 0.0
0.5 0.0 -0.3
0.0 0.1 0.0
0.2 0.0 0.1
-0.4 0.2 0.0
0.0 -0.1 0.2
-0.1 0.1 -0.1
0.1 0.1 -0.3
0.0 -0.1 0.1
0.0 0.0 0.4
0.1 -0.4 -0.2
-0.1 0.1 -0.2
0.2 0.0 0.0
0.0 0.0 0.0
-0.3 -0.2 0.0
0.0 0.0 0.0
0.0 0.0 -0.1
-0.2 0.2 0.0
0.1 0.0 0.0
0.0 0.1 0.1
0.1 -0.1 0.4
0.4 0.1 0.0
0.5 -1.3 0.6
1.5 0.9 -0.7
-0.3 0.1 0.2
0.3 0.0 0.1
-0.5 -0.1 0.1
-0.3 0.2 0.0
0.0 -0.3 0.2
-0.2 -0.1 0.1
0.2 -0.4 -0.6
0.2 -0.2 -0.1
0.0 0.0 0.1
-0.5 1.2 -0.6
0.2 -0.3 0.0
0.1 0.0 0.0
0.2 0.2 0.1
-0.3 0.0 0.1
-0.4 -0.1 0.2
1.2 0.0 -0.2
-0.5 0.0 0.2
-0.3 0.1 0.0
0.0 0.4 1.5
0.1 -0.2 0.0
-0.2 0.1 -0.2
0.0 0.2 0.0
0.0 0.0 -0.2
0.0 -0.2 0.1
0.0 0.4 0.2
-0.2 -0.1 -0.1
-0.1 -0.1 0.2
0.2 0.0 0.0

orbital gap (alpha / beta) = 1.5 / 2.3 eV
spin multiplicity = 2
relative energy (zero: lowest compared OMol25 entry of this formula, charge and spin) = 109.8 kJ/mol
HOMO energy (alpha / beta) = 0.57 / -0.18 eV
expectation value of S² = 1.1273
electronic energy = -93178.980 eV
net charge = -1
E_LUMO (alpha / beta) = 2.1 / 2.1 eV